A gas-phase ion, C5H11N2O (charge -1), computed with ωB97M-V with the def2-TZVPD basis set.

Structure (XYZ):
```
19
Properties=species:S:1:pos:R:3:lowdin_charge:R:1
C -1.16 0.08 1.35 -0.423
O -1.06 -0.09 2.74 -0.419
C -0.07 1.03 0.80 -0.419
C 0.94 0.31 -0.10 -0.215
C 0.44 -0.01 -1.47 -0.132
C 0.35 -1.25 -1.95 -0.227
N -0.20 -1.59 -3.22 -0.006
N 0.66 1.64 1.92 -0.015
H -2.17 0.45 1.10 0.075
H -1.06 -0.95 0.98 0.076
H -0.49 1.87 0.24 0.107
H 1.32 -0.52 0.49 0.115
H 1.78 1.02 -0.18 0.099
H 0.09 0.82 -2.07 0.102
H 0.64 -2.09 -1.35 0.101
H 0.00 -0.93 -3.96 0.064
H 0.21 -2.46 -3.57 0.061
H 1.59 1.24 1.96 0.028
H 0.14 1.25 2.72 0.026
```

* DFT total energy: -381.8216 Eh
* ΔE to the lowest compared entry with this formula, charge and spin: 14.9 kcal per mole
* structure (SMILES): N/C=C/C[C@H](N)C[O-]
* charge: -1
* strongest force on any atom: 2.6 eV/A
* lowest unoccupied orbital energy: 3.5 eV

***

A single CH3NOS molecule, computed with ωB97M-V with the def2-TZVPD basis set.

Structure (XYZ):
```
7
Properties=species:S:1:pos:R:3:lowdin_charge:R:1
C -0.95 -0.32 0.19 -0.458
N 0.27 0.48 0.06 -0.070
O -3.52 -0.50 -0.02 -0.634
S -2.41 0.47 -0.01 0.849
H -0.68 -1.37 0.62 0.122
H 0.99 0.03 0.70 0.102
H 0.11 1.51 0.01 0.089
```

* DFT total energy: -568.0151 Eh
* ΔE to the lowest compared entry with this formula, charge and spin: 53.8 kcal per mole
* strongest force on any atom: 2.5 eV/A
* lowest unoccupied orbital energy: 0.1 eV